1.
ORCA calculation (the ωB97M-V functional and the def2-TZVPD basis) on a 6-piece molecular cluster, C2H14O5 overall in a non-equilibrium geometry.

The calculation puts the HOMO-LUMO gap at 10.1669 eV. The calculation puts the HOMO energy at -9.80 eV. As for the largest force on an atom: 1.6 eV Å⁻¹. The SMILES is C=C.O.O.O.O.O. For the LUMO energy, the calculation gives 0.37 eV. Its multiplicity is 1. The value obtained for the energy relative to the best compared isomer or geometry (same formula, charge and spin) is 44.4 kcal/mol.

Cartesian coordinates (Å):
C -3.68 0.47 1.61
C -3.40 1.64 1.03
H -3.59 -0.56 1.32
H -3.67 0.48 2.69
H -3.10 1.91 0.01
H -3.24 2.49 1.71
O 3.19 -2.60 0.07
H 2.41 -2.32 0.58
H 3.16 -3.56 0.10
O 1.56 -0.46 1.16
H 1.11 -0.24 0.33
H 1.35 0.32 1.69
O -1.97 -0.46 -1.21
H -1.34 -0.23 -1.90
H -2.01 -1.42 -1.17
O 1.45 2.59 0.39
H 2.24 2.88 0.87
H 1.56 3.00 -0.48
O 2.64 -0.89 -2.99
H 2.56 -1.44 -2.19
H 2.78 -1.61 -3.62

=====

2.
ORCA calculation (the ωB97M-V functional and the def2-TZVPD basis) on one molecule with the formula C2H4N4O2 in a non-equilibrium geometry.

The calculation puts the HOMO-LUMO gap at 8.7418 eV. The calculation puts the HOMO energy at -9.29 eV. As for the largest force on an atom: 6.5 eV Å⁻¹. The SMILES is NC(=O)/N=N\C(N)=O. For the LUMO energy, the calculation gives -0.54 eV. Its multiplicity is 1. The value obtained for the energy relative to the best compared isomer or geometry (same formula, charge and spin) is 47.1 kcal/mol.

Cartesian coordinates (Å):
N -2.45 -0.19 0.53
C -1.38 0.29 -0.16
O -1.10 1.36 -0.61
N -0.61 -1.00 -0.48
N 0.62 -1.24 -0.22
C 1.56 -0.21 0.33
N 2.57 0.22 -0.48
O 1.34 0.38 1.47
H -3.19 0.40 0.93
H -2.54 -1.41 0.53
H 2.82 1.28 -0.25
H 2.35 0.11 -1.59

=====

3.
ORCA calculation (the ωB97M-V functional and the def2-TZVPD basis) on a 3-piece molecular cluster, C5H18N2O2S overall.

The calculation puts the HOMO-LUMO gap at 8.8769 eV. The calculation puts the HOMO energy at -8.54 eV. As for the largest force on an atom: 0.6 eV Å⁻¹. The SMILES is CCNC[C@H](N)CS.O.O. For the LUMO energy, the calculation gives 0.33 eV. Its multiplicity is 1. The value obtained for the energy relative to the best compared isomer or geometry (same formula, charge and spin) is 0.0 kcal/mol.

Cartesian coordinates (Å):
C 2.35 -0.89 0.49
C 1.35 -1.98 0.06
N -0.06 -1.71 0.37
C -0.84 -1.04 -0.66
C -0.58 0.47 -0.86
N -1.85 1.15 -1.17
C 0.48 0.68 -1.95
S 1.05 2.40 -2.10
H 1.87 -0.10 1.06
H 2.86 -0.45 -0.37
H 3.14 -1.32 1.10
H 1.60 -2.92 0.56
H 1.43 -2.20 -1.01
H -0.13 -1.21 1.24
H -1.89 -1.13 -0.37
H -0.72 -1.57 -1.59
H -0.24 0.91 0.08
H -2.29 0.74 -1.99
H -1.69 2.14 -1.34
H 1.33 0.02 -1.80
H 0.05 0.46 -2.93
H 1.50 2.55 -0.85
O -2.74 1.53 1.69
H -1.98 1.03 2.02
H -2.72 1.42 0.73
O -0.42 0.26 2.82
H -0.02 1.02 3.26
H -0.84 -0.26 3.52

=====

4.
ORCA calculation (the ωB97M-V functional and the def2-TZVPD basis) on an isolated ion of composition C5H8N and charge +1 in a non-equilibrium geometry.

The calculation puts the HOMO-LUMO gap (spin up / spin down) at 7.8186 / 7.6705 eV. The calculation puts the HOMO energy (spin up / spin down) at -12.52 / -12.20 eV. As for the largest force on an atom: 5.6 eV Å⁻¹. The net charge is +1. For the LUMO energy (spin up / spin down), the calculation gives -4.70 / -4.53 eV. Its multiplicity is 1. The value obtained for the energy relative to the best compared isomer or geometry (same formula, charge and spin) is 134.8 kcal/mol.

Cartesian coordinates (Å):
C 2.05 0.49 0.48
C 1.96 -0.84 0.11
C 0.52 -1.34 -0.19
C 1.09 1.07 -0.28
C -0.21 -0.11 -0.57
N -1.20 0.34 0.41
H 2.92 0.88 1.01
H 0.59 -2.17 -0.94
H -0.04 -1.88 0.72
H 1.09 2.07 -0.66
H -0.46 -0.24 -1.57
H -1.70 -0.30 0.98
H -1.88 0.84 -0.18
H -0.69 1.04 1.08

=====

5.
ORCA calculation (the ωB97M-V functional and the def2-TZVPD basis) on one molecule with the formula C4H6O2 in a non-equilibrium geometry.

The calculation puts the HOMO-LUMO gap at 10.8202 eV. The calculation puts the HOMO energy at -9.96 eV. As for the largest force on an atom: 2.2 eV Å⁻¹. The SMILES is C[C@H]1O[C@H]1C=O. For the LUMO energy, the calculation gives 0.86 eV. Its multiplicity is 1. The value obtained for the energy relative to the best compared isomer or geometry (same formula, charge and spin) is 74.0 kcal/mol.

Cartesian coordinates (Å):
C -0.85 -0.84 -0.26
C 0.67 -0.83 -0.20
O 1.21 0.07 -1.17
C 1.07 0.54 0.16
C -0.22 1.28 0.47
O -0.84 2.01 -0.26
H -1.20 0.20 -0.43
H -1.27 -1.27 0.66
H -1.25 -1.29 -1.15
H 1.29 -1.71 0.01
H 1.97 0.85 0.68
H -0.59 0.99 1.49

=====

6.
ORCA calculation (the ωB97M-V functional and the def2-TZVPD basis) on one molecule with the formula C3H4F2 in a non-equilibrium geometry.

The calculation puts the HOMO-LUMO gap at 9.6345 eV. The calculation puts the HOMO energy at -8.64 eV. As for the largest force on an atom: 8.9 eV Å⁻¹. The SMILES is C/C(F)=C/F. For the LUMO energy, the calculation gives 1.00 eV. Its multiplicity is 1. The value obtained for the energy relative to the best compared isomer or geometry (same formula, charge and spin) is 40.6 kcal/mol.

Cartesian coordinates (Å):
C -0.55 0.71 0.81
C 0.42 -0.13 0.15
F 1.69 -0.25 0.63
C 0.15 -0.88 -1.15
F 1.08 -1.71 -1.65
H 0.03 1.17 1.63
H -0.71 1.52 0.23
H -1.46 0.36 1.27
H -0.64 -0.79 -1.92

=====

> Which of these has the lowest energy relative to the best compared isomer or geometry (same formula, charge and spin)?

C5H18N2O2S